{
  "formula": "C34H29F5HfN2O5P",
  "method": "ωB97M-V with the def2-TZVPD basis set",
  "elements": ["Hf", "O", "C", "O", "C", "C", "C", "C", "C", "C", "C", "C", "C", "N", "H", "H", "H", "H", "H", "H", "N", "C", "C", "C", "C", "C", "C", "P", "C", "C", "C", "C", "C", "C", "C", "C", "C", "C", "C", "C", "H", "H", "H", "H", "H", "H", "H", "H", "H", "H", "H", "H", "H", "H", "H", "H", "C", "C", "C", "O", "C", "O", "O", "H", "H", "H", "H", "H", "H", "H", "F", "C", "F", "C", "F", "F", "F"],
  "positions_angstrom": [[0.01, -0.31, -0.30], [1.80, 1.04, 3.19], [1.59, 0.52, 2.13], [0.40, 0.31, 1.59], [2.70, 0.00, 1.25], [4.04, 0.14, 1.62], [5.00, -0.32, 0.77], [4.62, -0.94, -0.45], [5.57, -1.45, -1.37], [5.16, -2.05, -2.51], [3.78, -2.19, -2.79], [2.85, -1.71, -1.92], [3.24, -1.05, -0.74], [2.30, -0.56, 0.12], [4.26, 0.61, 2.57], [6.05, -0.23, 1.01], [6.62, -1.35, -1.14], [5.88, -2.45, -3.21], [3.47, -2.71, -3.69], [1.79, -1.86, -2.12], [-2.02, -0.84, 0.95], [-3.02, 0.12, 1.38], [-4.11, -0.31, 2.12], [-5.06, 0.60, 2.55], [-4.92, 1.95, 2.25], [-3.84, 2.38, 1.51], [-2.87, 1.47, 1.07], [-1.51, 1.93, -0.02], [-0.46, 3.15, 0.81], [0.76, 3.47, 0.20], [1.64, 4.33, 0.84], [1.34, 4.85, 2.08], [0.14, 4.51, 2.70], [-0.75, 3.66, 2.07], [-2.33, 2.74, -1.43], [-1.59, 3.55, -2.28], [-2.18, 4.09, -3.42], [-3.51, 3.84, -3.70], [-4.26, 3.03, -2.85], [-3.67, 2.48, -1.72], [-2.49, -1.70, 0.66], [-1.49, -1.12, 1.78], [-4.22, -1.36, 2.36], [-5.91, 0.26, 3.13], [-5.66, 2.67, 2.59], [-3.74, 3.43, 1.24], [1.03, 3.04, -0.75], [2.58, 4.59, 0.35], [2.03, 5.52, 2.58], [-0.09, 4.90, 3.69], [-1.66, 3.38, 2.58], [-0.55, 3.76, -2.08], [-1.59, 4.72, -4.07], [-3.97, 4.27, -4.58], [-5.30, 2.83, -3.06], [-4.26, 1.85, -1.07], [-1.81, 0.43, -4.15], [-0.56, -0.17, -3.53], [0.13, -1.12, -4.48], [-0.92, -0.89, -2.28], [0.41, 0.93, -3.06], [0.76, 1.81, -3.81], [0.81, 0.80, -1.81], [-2.46, -0.36, -4.53], [-1.50, 1.07, -4.98], [-2.35, 1.04, -3.43], [-0.54, -1.95, -4.74], [1.05, -1.52, -4.07], [0.36, -0.58, -5.40], [-1.39, -1.71, -2.50], [-0.43, -2.97, 1.32], [0.05, -2.73, 0.04], [1.32, -3.24, 0.03], [-0.75, -3.69, -0.85], [-0.76, -4.94, -0.43], [-0.25, -3.67, -2.11], [-2.04, -3.27, -0.94]],
  "lowdin_charge": [1.654, 0.155, -0.515, -0.213, -0.151, 0.040, 0.043, -0.128, -0.009, -0.045, -0.034, -0.027, -0.181, 0.064, 0.132, 0.132, 0.124, 0.115, 0.117, 0.076, 0.001, -0.273, -0.010, -0.045, -0.050, -0.086, -0.316, 1.086, -0.343, -0.107, -0.059, -0.060, -0.056, -0.066, -0.340, -0.085, -0.055, -0.064, -0.070, -0.100, 0.095, 0.096, 0.125, 0.117, 0.116, 0.125, 0.088, 0.113, 0.112, 0.114, 0.099, 0.098, 0.117, 0.112, 0.112, 0.104, 0.018, -0.451, 0.019, -0.138, -0.546, 0.141, -0.192, 0.104, 0.111, 0.065, 0.105, 0.074, 0.113, 0.105, -0.001, -0.397, 0.032, -0.595, 0.198, 0.133, 0.112],
  "e_homo_ev": -11.71,
  "spin_multiplicity": 1,
  "homo_lumo_gap_ha": 0.3049,
  "total_energy_ha": -2687.51633,
  "charge": 1,
  "lumo_energy_ev": -3.4
}

---

{
  "formula": "C34H29N4OPtS2SeTe",
  "method": "ωB97M-V with the def2-TZVPD basis set",
  "elements": ["Pt", "S", "C", "C", "C", "C", "N", "C", "C", "C", "S", "C", "N", "H", "H", "C", "C", "C", "C", "C", "C", "Te", "N", "C", "O", "C", "C", "C", "C", "C", "C", "C", "C", "C", "C", "C", "C", "C", "C", "C", "C", "C", "C", "H", "H", "H", "H", "H", "H", "H", "H", "H", "H", "H", "H", "H", "H", "H", "H", "H", "H", "H", "H", "H", "H", "H", "H", "H", "H", "H", "Se", "C", "N"],
  "positions_angstrom": [[-0.07, -0.29, 0.88], [-0.69, 1.99, 0.07], [-1.78, 2.39, 1.37], [-2.92, 3.16, 1.13], [-3.76, 3.57, 2.16], [-4.94, 4.34, 1.86], [-5.87, 4.97, 1.62], [-3.45, 3.20, 3.48], [-2.35, 2.40, 3.72], [-1.52, 1.96, 2.69], [-0.19, 0.87, 3.03], [-4.28, 3.62, 4.59], [-4.93, 3.95, 5.47], [-3.16, 3.43, 0.11], [-2.13, 2.09, 4.74], [1.46, -7.37, 6.33], [0.89, -6.33, 5.40], [-0.29, -6.57, 4.70], [-0.83, -5.62, 3.84], [-2.12, -5.97, 3.13], [-0.18, -4.39, 3.65], [-1.05, -2.83, 2.43], [-1.96, -1.05, 0.78], [-3.10, -0.48, 0.32], [-3.32, -0.18, -0.85], [-4.19, -0.33, 1.36], [-5.50, -0.14, 0.92], [-6.53, 0.03, 1.84], [-6.25, 0.03, 3.20], [-4.95, -0.16, 3.64], [-3.92, -0.34, 2.72], [-1.07, -4.03, 0.67], [-2.28, -4.32, 0.04], [-3.64, -3.88, 0.53], [-2.26, -5.07, -1.14], [-1.08, -5.52, -1.71], [-1.08, -6.30, -3.00], [0.11, -5.20, -1.07], [0.14, -4.46, 0.11], [1.48, -4.12, 0.70], [1.00, -4.13, 4.36], [1.80, -2.85, 4.24], [1.51, -5.11, 5.22], [0.78, -8.21, 6.45], [1.65, -6.95, 7.32], [2.41, -7.75, 5.96], [-0.81, -7.51, 4.84], [-2.52, -6.91, 3.51], [-1.98, -6.05, 2.06], [-2.88, -5.19, 3.28], [-5.68, -0.11, -0.15], [-7.54, 0.19, 1.49], [-7.05, 0.18, 3.92], [-4.72, -0.15, 4.70], [-2.90, -0.47, 3.06], [-3.62, -3.52, 1.56], [-4.35, -4.71, 0.46], [-4.01, -3.06, -0.09], [-3.21, -5.30, -1.63], [-2.09, -6.53, -3.32], [-0.53, -7.24, -2.89], [-0.59, -5.73, -3.80], [1.05, -5.52, -1.50], [2.28, -4.60, 0.13], [1.56, -4.45, 1.74], [1.65, -3.04, 0.69], [1.28, -2.07, 3.69], [2.74, -3.02, 3.73], [2.03, -2.46, 5.24], [2.43, -4.89, 5.76], [2.29, -0.05, 0.11], [3.33, -1.15, 1.19], [4.02, -1.82, 1.83]],
  "mulliken_spin": [1.018, 0.336, 0.024, -0.036, 0.014, -0.003, 0.001, 0.010, -0.029, 0.035, 0.337, -0.006, 0.001, -0.008, -0.009, 0.000, 0.000, -0.001, 0.015, 0.009, 0.004, 0.110, 0.961, -0.031, 0.082, 0.015, 0.001, 0.000, 0.004, -0.009, 0.042, 0.036, -0.020, -0.018, 0.004, 0.000, 0.000, -0.004, 0.022, 0.008, -0.013, -0.015, 0.002, 0.000, 0.000, 0.000, 0.000, 0.001, -0.002, -0.001, 0.002, 0.000, 0.001, 0.000, 0.008, 0.008, 0.000, -0.002, 0.000, 0.000, 0.000, 0.000, 0.001, 0.001, -0.002, -0.003, 0.006, 0.001, 0.000, 0.000, 0.079, -0.006, 0.024],
  "e_homo_ev": [-1.37, -2.15],
  "spin_multiplicity": 4,
  "homo_lumo_gap_ha": [0.1933, 0.2217],
  "total_energy_ha": -5192.49807,
  "charge": -2,
  "lumo_energy_ev": [3.9, 3.9]
}

---

{
  "formula": "C34H30AlIN2O4P",
  "method": "ωB97M-V with the def2-TZVPD basis set",
  "elements": ["Al", "N", "P", "C", "C", "C", "C", "C", "C", "C", "C", "C", "C", "C", "C", "C", "C", "C", "C", "C", "N", "H", "H", "H", "H", "H", "H", "H", "H", "H", "H", "H", "H", "H", "H", "H", "C", "C", "C", "C", "C", "C", "C", "C", "C", "C", "O", "O", "H", "H", "H", "H", "H", "H", "H", "H", "H", "H", "H", "I", "C", "C", "C", "C", "C", "C", "C", "O", "O", "H", "H", "H", "H"],
  "positions_angstrom": [[-0.43, 0.43, 0.33], [2.09, 0.86, 1.87], [1.95, 0.76, 0.16], [3.45, -0.15, -0.27], [4.68, 0.46, 0.01], [5.85, -0.23, -0.23], [5.81, -1.52, -0.76], [4.59, -2.11, -1.05], [3.41, -1.43, -0.80], [2.20, 2.43, -0.47], [1.91, 2.58, -1.83], [2.12, 3.79, -2.46], [2.60, 4.87, -1.72], [2.85, 4.73, -0.36], [2.66, 3.51, 0.26], [1.09, 0.47, 2.74], [1.34, 0.35, 4.11], [0.30, 0.00, 4.94], [-0.97, -0.23, 4.42], [-1.14, -0.12, 3.07], [-0.13, 0.21, 2.23], [3.00, 0.95, 2.27], [4.71, 1.48, 0.38], [6.80, 0.24, -0.01], [6.73, -2.05, -0.95], [4.56, -3.11, -1.46], [2.45, -1.89, -1.03], [1.52, 1.73, -2.39], [1.90, 3.90, -3.51], [2.76, 5.82, -2.21], [3.18, 5.58, 0.22], [2.86, 3.41, 1.33], [2.33, 0.53, 4.49], [0.48, -0.10, 6.00], [-1.81, -0.48, 5.05], [-2.09, -0.30, 2.59], [0.40, 8.35, -0.80], [-0.04, 6.93, -0.58], [0.19, 6.29, 0.62], [-0.31, 5.02, 0.88], [-0.05, 4.34, 2.19], [-1.06, 4.39, -0.12], [-1.27, 4.99, -1.36], [-2.06, 4.28, -2.42], [-0.74, 6.25, -1.58], [-1.72, 3.09, 0.19], [-2.87, 2.95, 0.49], [-0.88, 2.04, 0.17], [1.26, 8.60, -0.18], [-0.41, 9.03, -0.52], [0.65, 8.54, -1.84], [0.75, 6.79, 1.40], [0.21, 5.07, 2.96], [0.79, 3.64, 2.10], [-0.92, 3.77, 2.54], [-1.57, 3.34, -2.70], [-2.17, 4.89, -3.31], [-3.06, 4.03, -2.06], [-0.91, 6.74, -2.53], [-8.14, -0.42, -0.66], [-6.09, -0.82, -0.78], [-5.65, -1.92, -1.50], [-4.29, -2.18, -1.58], [-3.37, -1.36, -0.93], [-3.84, -0.25, -0.23], [-5.19, 0.02, -0.15], [-1.93, -1.71, -1.05], [-1.53, -2.65, -1.68], [-1.05, -0.95, -0.35], [-6.35, -2.57, -2.00], [-3.92, -3.03, -2.14], [-3.16, 0.45, 0.23], [-5.54, 0.90, 0.37]],
  "lowdin_charge": [0.130, -0.055, 1.109, -0.328, -0.085, -0.057, -0.052, -0.057, -0.070, -0.359, -0.086, -0.050, -0.052, -0.062, -0.099, -0.315, 0.019, -0.013, -0.024, -0.045, 0.078, 0.122, 0.106, 0.114, 0.115, 0.116, 0.114, 0.116, 0.117, 0.117, 0.117, 0.102, 0.126, 0.126, 0.122, 0.134, -0.040, -0.266, -0.019, -0.202, -0.012, -0.070, -0.199, -0.015, 0.000, -0.472, 0.150, 0.013, 0.078, 0.090, 0.080, 0.123, 0.088, 0.055, 0.089, 0.086, 0.083, 0.091, 0.123, 0.891, -0.716, -0.129, 0.000, -0.125, -0.022, -0.132, -0.459, 0.140, 0.006, 0.100, 0.127, 0.075, 0.101],
  "e_homo_ev": -10.77,
  "spin_multiplicity": 1,
  "homo_lumo_gap_ha": 0.2783,
  "total_energy_ha": -2605.62467,
  "charge": 1,
  "lumo_energy_ev": -3.2
}